C17H37BGaNO4P2 | ωB97M-V/def2-TZVPD

Relative energy (zero: lowest compared OMol25 entry of this formula, charge and spin) in eV: 0.000
Frontier orbital gap (alpha / beta) in eV: 3.9 / 4.0
Total charge: 0
Spin multiplicity: 1

Geometry (Å):
C: 3.69 2.63 -2.43
C: 2.90 1.91 -1.52
N: 1.55 1.87 -1.68
C: 0.97 2.38 -2.79
C: 1.73 3.06 -3.74
C: 3.10 3.21 -3.55
C: 3.50 1.17 -0.36
P: 2.50 -0.31 0.02
Ga: 0.41 0.83 -0.16
P: -1.40 1.64 -1.50
C: -0.51 2.17 -3.01
O: 3.66 2.49 1.90
O: 1.62 1.44 2.91
H: 4.76 2.68 -2.24
H: 1.21 3.47 -4.60
H: 3.70 3.76 -4.27
C: 2.90 -1.55 -1.24
C: 3.04 -0.98 1.60
H: -0.96 3.11 -3.37
H: -0.68 1.41 -3.79
H: 3.57 1.88 0.67
H: 4.52 0.85 -0.59
C: -2.78 0.62 -2.08
C: -2.12 3.20 -0.89
H: 0.86 1.39 2.15
H: 1.21 1.31 3.78
H: 2.81 2.15 2.46
H: 3.60 3.46 1.81
H: -0.25 -1.10 -0.88
H: 0.07 1.45 1.28
H: 3.94 -1.86 -1.12
H: 2.24 -2.42 -1.11
H: 2.76 -1.14 -2.25
H: 4.14 -1.06 1.62
H: 2.70 -0.33 2.42
H: 2.60 -1.98 1.73
H: -2.78 3.63 -1.66
H: -2.70 3.00 0.02
H: -1.32 3.92 -0.66
H: -3.51 1.25 -2.61
H: -2.41 -0.16 -2.75
H: -3.27 0.15 -1.22
C: -1.74 -4.29 0.95
C: -2.50 -2.96 0.83
C: -3.98 -3.28 0.76
O: -2.12 -2.33 -0.40
B: -1.05 -1.51 -0.05
O: -0.92 -1.27 1.32
C: -2.06 -1.91 1.94
C: -3.13 -0.86 2.22
C: -1.61 -2.50 3.26
H: -2.15 -4.90 1.76
H: -0.66 -4.14 1.15
H: -1.84 -4.85 0.02
H: -4.18 -3.89 -0.13
H: -4.29 -3.86 1.64
H: -4.60 -2.38 0.70
H: -3.97 -1.30 2.76
H: -2.71 -0.07 2.86
H: -3.51 -0.38 1.30
H: -0.77 -3.19 3.15
H: -1.31 -1.70 3.95
H: -2.45 -3.04 3.73

Löwdin atomic charge list, values in e, 8 entries: atom 1 (C): -0.08, atom 2 (C): -0.37, atom 3 (N): -0.05, atom 4 (C): -0.37, atom 5 (C): -0.08, atom 6 (C): -0.15, atom 7 (C): -0.31, atom 8 (P): 0.82

C17H37F3N2O7S2 | ωB97M-V/def2-TZVPD

Relative energy (zero: lowest compared OMol25 entry of this formula, charge and spin) in eV: 1.098
Frontier orbital gap in eV: 8.8
Total charge: 0
Spin multiplicity: 1
SMILES: O=S1(=O)OCCC[C@@]1(S)C(F)(F)F.COCCNCCOC.COCCNCCOC

Geometry (Å):
O: 0.67 -2.48 2.53
S: 1.24 -3.07 1.36
O: 0.63 -4.22 0.77
O: 2.73 -3.41 1.76
C: 3.69 -3.43 0.69
C: 3.91 -2.00 0.21
C: 2.74 -1.66 -0.71
C: 1.36 -1.77 0.02
S: 0.93 -0.15 0.76
C: 0.30 -2.03 -1.07
F: -0.94 -1.95 -0.60
F: 0.42 -1.11 -2.03
F: 0.46 -3.22 -1.65
H: 3.30 -4.04 -0.13
H: 4.60 -3.93 1.04
H: 3.92 -1.34 1.08
H: 4.85 -1.94 -0.34
H: 2.82 -0.62 -1.06
H: 2.78 -2.31 -1.58
H: 1.76 -0.22 1.81
C: -8.50 -1.60 1.71
O: -8.03 -2.08 0.47
C: -7.34 -1.11 -0.31
C: -5.86 -1.41 -0.39
N: -5.20 -1.21 0.89
C: -3.82 -1.69 0.95
C: -3.57 -3.18 0.76
O: -4.06 -4.00 1.80
C: -5.43 -4.35 1.72
H: -9.16 -2.37 2.12
H: -7.70 -1.42 2.43
H: -9.08 -0.68 1.59
H: -7.51 -0.10 0.08
H: -7.76 -1.15 -1.32
H: -5.40 -0.74 -1.13
H: -5.75 -2.44 -0.77
H: -5.74 -1.67 1.61
H: -3.43 -1.43 1.94
H: -3.23 -1.14 0.22
H: -2.49 -3.34 0.76
H: -3.94 -3.55 -0.21
H: -5.76 -4.45 0.69
H: -6.07 -3.62 2.23
H: -5.55 -5.31 2.23
C: 6.62 5.48 -0.76
O: 5.62 5.21 0.20
C: 4.46 6.02 0.09
C: 3.26 5.21 -0.36
N: 3.41 4.78 -1.75
C: 2.42 3.80 -2.20
C: 2.37 2.45 -1.49
O: 3.50 1.62 -1.72
C: 4.61 1.86 -0.88
H: 7.51 4.93 -0.46
H: 6.33 5.14 -1.77
H: 6.86 6.54 -0.81
H: 4.63 6.86 -0.58
H: 4.24 6.42 1.09
H: 2.36 5.82 -0.28
H: 3.16 4.36 0.33
H: 4.34 4.39 -1.87
H: 2.61 3.61 -3.26
H: 1.43 4.26 -2.13
H: 1.52 1.90 -1.91
H: 2.18 2.54 -0.42
H: 4.30 2.20 0.12
H: 5.29 2.61 -1.30
H: 5.16 0.93 -0.78

Löwdin atomic charge list, values in e, 8 entries: atom 1 (O): -0.28, atom 2 (S): 0.63, atom 3 (O): -0.23, atom 4 (O): -0.21, atom 5 (C): -0.19, atom 6 (C): -0.16, atom 7 (C): -0.19, atom 8 (C): -0.60

C17H37N2O6P | ωB97M-V/def2-TZVPD

Frontier orbital gap in eV: 9.8
Total charge: 0
Spin multiplicity: 1
SMILES: [H]/N=C(\C)CN(O)C(=O)OCCCP(=O)(OCC)OCC.CCCCCC

Geometry (Å):
H: 1.41 6.77 -4.22
N: 1.11 5.81 -4.33
C: 1.73 5.07 -3.50
C: 2.71 5.57 -2.49
C: 1.46 3.59 -3.50
N: 0.10 3.27 -3.91
O: -0.01 1.93 -4.40
C: -0.83 3.51 -2.89
O: -0.76 4.49 -2.16
O: -1.84 2.60 -2.82
C: -1.84 1.85 -1.61
C: -0.45 1.61 -1.08
C: -0.44 0.58 0.05
P: 1.29 0.27 0.50
O: 2.20 1.15 -0.25
O: 1.57 0.40 2.07
C: 0.61 1.07 2.91
C: 0.55 2.56 2.69
O: 1.53 -1.26 0.14
C: 2.56 -1.55 -0.82
C: 2.67 -3.05 -0.96
H: 2.81 6.65 -2.55
H: 3.69 5.11 -2.58
H: 2.34 5.34 -1.50
H: 2.16 3.15 -4.21
H: 1.70 3.14 -2.53
H: 0.84 1.70 -4.76
H: -2.46 2.35 -0.87
H: -2.30 0.90 -1.85
H: 0.17 1.22 -1.89
H: 0.01 2.51 -0.70
H: -1.08 0.91 0.86
H: -0.88 -0.35 -0.32
H: -0.38 0.62 2.84
H: 0.94 0.89 3.93
H: -0.28 2.93 3.28
H: 1.45 3.05 3.03
H: 0.35 2.83 1.66
H: 3.52 -1.16 -0.50
H: 2.31 -1.13 -1.79
H: 1.76 -3.50 -1.33
H: 3.48 -3.26 -1.65
H: 2.95 -3.49 -0.01
C: -3.72 -4.85 0.90
C: -3.28 -4.66 2.35
C: -2.83 -3.23 2.66
C: -1.62 -2.75 1.87
C: -0.36 -3.61 2.01
C: 0.17 -3.65 3.44
H: -2.90 -4.66 0.20
H: -4.07 -5.87 0.73
H: -4.54 -4.17 0.65
H: -2.48 -5.36 2.58
H: -4.11 -4.91 3.01
H: -2.62 -3.15 3.73
H: -3.66 -2.55 2.47
H: -1.38 -1.72 2.18
H: -1.88 -2.69 0.81
H: 0.41 -3.19 1.36
H: -0.55 -4.62 1.66
H: 0.40 -2.65 3.80
H: 1.09 -4.24 3.49
H: -0.54 -4.11 4.13

Löwdin atomic charge list, values in e, 8 entries: atom 1 (H): 0.05, atom 2 (N): 0.16, atom 3 (C): -0.42, atom 4 (C): -0.03, atom 5 (C): -0.11, atom 6 (N): -0.03, atom 7 (O): 0.01, atom 8 (C): -0.51

C17H37NO19Si2 | ωB97M-V/def2-TZVPD

Frontier orbital gap in eV: 9.8
Total charge: 0
Spin multiplicity: 1

Geometry (Å):
O: 0.39 4.67 0.11
C: 1.40 5.27 0.38
C: 2.36 5.79 -0.72
Si: 3.24 7.35 -0.12
O: 3.62 8.45 -1.34
Si: 3.09 10.05 -0.96
O: 4.66 6.87 0.73
N: 4.84 5.48 0.76
O: 4.46 5.02 1.78
H: 1.63 5.47 1.46
H: 1.70 6.07 -1.58
H: 3.02 4.98 -1.09
H: 2.37 8.02 0.84
H: 3.89 10.66 0.10
H: 3.23 10.88 -2.17
H: 1.67 10.06 -0.57
C: -2.20 -1.02 -1.35
O: -2.88 0.02 -0.66
C: -2.08 0.86 0.00
O: -0.88 0.80 0.06
O: -2.85 1.78 0.60
C: -2.12 2.75 1.35
H: -2.96 -1.64 -1.84
H: -1.54 -0.61 -2.11
H: -1.64 -1.65 -0.66
H: -1.45 3.32 0.71
H: -1.57 2.28 2.16
H: -2.85 3.44 1.79
C: -1.16 -0.98 2.41
O: -0.95 -1.73 3.61
C: -1.96 -2.55 3.92
O: -2.98 -2.70 3.29
O: -1.64 -3.19 5.05
C: -2.63 -4.11 5.50
H: -0.29 -0.35 2.25
H: -1.27 -1.64 1.56
H: -2.04 -0.34 2.51
H: -2.79 -4.90 4.77
H: -3.56 -3.59 5.72
H: -2.26 -4.56 6.42
C: 7.23 6.94 -1.10
O: 8.09 5.93 -1.62
C: 9.34 5.98 -1.16
O: 9.77 6.79 -0.38
O: 10.04 4.99 -1.73
C: 11.40 4.93 -1.32
H: 6.24 6.79 -1.54
H: 7.14 6.85 -0.02
H: 7.59 7.93 -1.37
H: 11.48 4.76 -0.25
H: 11.93 5.84 -1.60
H: 11.86 4.09 -1.85
C: -4.96 -4.12 -0.75
O: -4.42 -4.41 -2.04
C: -5.31 -4.83 -2.94
O: -6.49 -4.98 -2.75
O: -4.66 -5.07 -4.09
C: -5.50 -5.53 -5.15
H: -4.15 -3.79 -0.12
H: -5.70 -3.32 -0.82
H: -5.41 -5.01 -0.31
H: -6.26 -4.79 -5.40
H: -5.97 -6.48 -4.88
H: -4.87 -5.68 -6.02
C: -3.81 -10.19 2.40
O: -3.82 -10.25 0.97
C: -3.79 -9.05 0.38
O: -3.74 -7.98 0.94
O: -3.81 -9.24 -0.94
C: -3.77 -8.04 -1.71
H: -3.84 -11.22 2.76
H: -2.89 -9.72 2.76
H: -4.68 -9.66 2.77
H: -2.85 -7.49 -1.52
H: -4.64 -7.42 -1.50
H: -3.80 -8.32 -2.76

Löwdin atomic charge list, values in e, 8 entries: atom 1 (O): 0.05, atom 2 (C): -0.31, atom 3 (C): -0.19, atom 4 (Si): 0.43, atom 5 (O): -0.43, atom 6 (Si): 0.55, atom 7 (O): -0.22, atom 8 (N): -0.07

| no. | F_max (Eh/bohr) |
| --- | --- |
| 1 | 0.0692 |
| 2 | 0.0143 |
| 3 | 0.0402 |
| 4 | 0.0398 |